Below is a 10-piece molecular cluster, C67H54NO24 overall in a non-equilibrium geometry, with properties calculated with ωB97M-V/def2-TZVPD.

Last columns: bonded neighbours and bond lengths (Å).
Geometry (Å):
1 O -3.53 -2.75 -3.71  C2 1.249
2 C -3.22 -3.14 -2.56  O1 1.249, O3 1.443, C4 1.598
3 O -1.86 -3.59 -2.36  C2 1.443, H21 0.986
4 C -4.17 -3.13 -1.28  C2 1.598, C5 1.591, H22 1.159, H23 1.145
5 C -5.58 -3.85 -1.49  C4 1.591, C6 1.574, N17 1.450
6 C -6.87 -2.95 -1.51  C5 1.574, C7 1.620, C11 1.547
7 C -6.76 -1.34 -1.38  C6 1.620, C8 1.639, H24 1.141, H25 1.150
8 C -6.31 -0.83 -2.87  C7 1.639, C9 1.602, H26 1.150, H27 1.159
9 C -5.35 0.45 -2.82  C8 1.602, O10 1.454, H28 1.155, H29 1.143
10 O -5.44 1.17 -4.08  C9 1.454, H30 0.981
11 C -8.28 -3.55 -1.66  C6 1.547, C12 1.588, C15 1.574
12 C -9.66 -2.75 -1.66  C11 1.588, O13 1.261, O14 1.423
13 O -10.59 -3.25 -0.97  C12 1.261
14 O -9.91 -1.51 -2.31  C12 1.423, H31 0.985
15 C -8.36 -5.11 -1.84  C11 1.574, C16 1.544, H32 1.137
16 C -7.04 -5.91 -1.85  C15 1.544, N17 1.464, H33 1.139
17 N -5.74 -5.28 -1.66  C5 1.450, C16 1.464, C18 1.503
18 C -4.56 -6.21 -1.70  N17 1.503, C19 1.636, H34 1.139, H35 1.154
19 C -4.44 -6.71 -3.25  C18 1.636, O20 1.455, H36 1.141, H37 1.158
20 O -4.60 -5.58 -4.15  C19 1.455, H38 0.984
21 H -1.67 -4.17 -3.12  O3 0.986
22 H -3.62 -3.72 -0.46  C4 1.159
23 H -4.24 -2.05 -0.88  C4 1.145
24 H -6.00 -1.01 -0.59  C7 1.141
25 H -7.79 -0.88 -1.17  C7 1.150
26 H -7.22 -0.61 -3.54  C8 1.150
27 H -5.79 -1.73 -3.37  C8 1.159
28 H -5.74 1.13 -1.98  C9 1.155
29 H -4.25 0.18 -2.62  C9 1.143
30 H -4.66 0.96 -4.65  O10 0.981
31 H -10.14 -1.75 -3.23  O14 0.985
32 H -9.36 -5.65 -1.98  C15 1.137
33 H -7.11 -7.04 -2.01  C16 1.139
34 H -3.58 -5.73 -1.36  C18 1.139
35 H -4.84 -7.10 -1.02  C18 1.154
36 H -3.43 -7.22 -3.42  C19 1.141
37 H -5.31 -7.44 -3.49  C19 1.158
38 H -5.56 -5.41 -4.30  O20 0.984
39 C 2.72 -6.49 -2.40  C40 1.334, C45 1.477, H47 1.082
40 C 3.59 -5.68 -3.03  C39 1.334, C41 1.478, H48 1.083
41 C 3.22 -4.30 -3.38  C40 1.478, O42 1.215, C43 1.479
42 O 4.00 -3.56 -3.95  C41 1.215
43 C 1.87 -3.83 -3.01  C41 1.479, C44 1.334, H49 1.083
44 C 1.01 -4.64 -2.38  C43 1.334, C45 1.478, H50 1.084
45 C 1.37 -6.03 -2.03  C39 1.477, C44 1.478, O46 1.222
46 O 0.59 -6.76 -1.46  C45 1.222
47 H 2.98 -7.51 -2.14  C39 1.082
48 H 4.58 -6.01 -3.31  C40 1.083
49 H 1.62 -2.81 -3.27  C43 1.083
50 H 0.01 -4.31 -2.10  C44 1.084
51 C -12.39 1.34 -2.30  C52 1.333, C57 1.479, H59 1.083
52 C -11.74 1.11 -1.16  C51 1.333, C53 1.478, H60 1.083
53 C -11.95 1.97 0.03  C52 1.478, O54 1.217, C55 1.478
54 O -11.35 1.76 1.07  C53 1.217
55 C -12.91 3.08 -0.10  C53 1.478, C56 1.334, H61 1.083
56 C -13.56 3.31 -1.24  C55 1.334, C57 1.478, H62 1.083
57 C -13.35 2.45 -2.43  C51 1.479, C56 1.478, O58 1.216
58 O -13.94 2.65 -3.47  C57 1.216
59 H -12.24 0.72 -3.18  C51 1.083
60 H -11.03 0.30 -1.05  C52 1.083
61 H -13.05 3.70 0.78  C55 1.083
62 H -14.27 4.12 -1.36  C56 1.083
63 C 3.88 -3.14 2.91  C64 1.334, C69 1.479, H71 1.084
64 C 4.70 -3.39 1.88  C63 1.334, C65 1.478, H72 1.083
65 C 4.35 -4.39 0.85  C64 1.478, O66 1.218, C67 1.478
66 O 5.10 -4.61 -0.09  C65 1.218
67 C 3.07 -5.10 1.00  C65 1.478, C68 1.333, H73 1.082
68 C 2.25 -4.85 2.02  C67 1.333, C69 1.479, H74 1.083
69 C 2.60 -3.85 3.05  C63 1.479, C68 1.479, O70 1.216
70 O 1.85 -3.62 3.99  C69 1.216
71 H 4.12 -2.41 3.67  C63 1.084
72 H 5.65 -2.87 1.76  C64 1.083
73 H 2.83 -5.83 0.23  C67 1.082
74 H 1.31 -5.37 2.14  C68 1.083
75 C -0.79 1.83 -0.99  C76 1.333, C81 1.479, H83 1.083
76 C -1.78 1.00 -0.65  C75 1.333, C77 1.477, H84 1.083
77 C -2.54 1.19 0.60  C76 1.477, O78 1.221, C79 1.477
78 O -3.45 0.42 0.91  C77 1.221
79 C -2.16 2.32 1.47  C77 1.477, C80 1.334, H85 1.083
80 C -1.17 3.15 1.14  C79 1.334, C81 1.478, H86 1.080
81 C -0.41 2.97 -0.12  C75 1.479, C80 1.478, O82 1.216
82 O 0.49 3.72 -0.42  C81 1.216
83 H -0.23 1.71 -1.90  C75 1.083
84 H -2.07 0.17 -1.27  C76 1.083
85 H -2.73 2.44 2.39  C79 1.083
86 H -0.88 3.98 1.76  C80 1.080
87 C 7.18 0.80 3.36  C88 1.333, C93 1.479, H95 1.083
88 C 6.19 -0.02 3.70  C87 1.333, C89 1.479, H96 1.083
89 C 5.43 0.18 4.96  C88 1.479, O90 1.218, C91 1.478
90 O 4.52 -0.57 5.27  C89 1.218
91 C 5.81 1.32 5.82  C89 1.478, C92 1.334, H97 1.083
92 C 6.80 2.14 5.47  C91 1.334, C93 1.478, H98 1.083
93 C 7.56 1.94 4.22  C87 1.479, C92 1.478, O94 1.217
94 O 8.47 2.69 3.91  C93 1.217
95 H 7.75 0.68 2.45  C87 1.083
96 H 5.90 -0.86 3.08  C88 1.083
97 H 5.24 1.44 6.73  C91 1.083
98 H 7.10 2.98 6.09  C92 1.083
99 C 8.33 6.15 2.88  C100 1.334, C105 1.478, H107 1.083
100 C 9.63 6.02 3.12  C99 1.334, C101 1.478, H108 1.083
101 C 10.62 6.92 2.49  C100 1.478, O102 1.218, C103 1.478
102 O 11.82 6.80 2.71  C101 1.218
103 C 10.11 7.97 1.59  C101 1.478, C104 1.333, H109 1.083
104 C 8.81 8.10 1.35  C103 1.333, C105 1.479, H110 1.083
105 C 7.82 7.20 1.97  C99 1.478, C104 1.479, O106 1.217
106 O 6.63 7.32 1.75  C105 1.217
107 H 7.59 5.50 3.33  C99 1.083
108 H 10.03 5.25 3.78  C100 1.083
109 H 10.85 8.62 1.14  C103 1.083
110 H 8.41 8.86 0.69  C104 1.083
111 C 1.44 -10.91 -5.04  C112 1.334, C117 1.478, H119 1.083
112 C 0.44 -11.73 -4.70  C111 1.334, C113 1.479, H120 1.083
113 C -0.32 -11.53 -3.45  C112 1.479, O114 1.217, C115 1.478
114 O -1.23 -12.28 -3.13  C113 1.217
115 C 0.07 -10.39 -2.59  C113 1.478, C116 1.333, H121 1.083
116 C 1.06 -9.57 -2.93  C115 1.333, C117 1.479, H122 1.082
117 C 1.82 -9.77 -4.19  C111 1.478, C116 1.479, O118 1.219
118 O 2.73 -9.02 -4.50  C117 1.219
119 H 2.00 -11.04 -5.96  C111 1.083
120 H 0.15 -12.57 -5.32  C112 1.083
121 H -0.50 -10.26 -1.68  C115 1.083
122 H 1.35 -8.73 -2.32  C116 1.082
123 C -1.82 6.63 1.39  C124 1.334, C129 1.479, H131 1.083
124 C -2.30 7.74 0.83  C123 1.334, C125 1.479, H132 1.083
125 C -3.51 8.40 1.37  C124 1.479, O126 1.216, C127 1.479
126 O -3.95 9.41 0.85  C125 1.216
127 C -4.15 7.80 2.55  C125 1.479, C128 1.334, H133 1.083
128 C -3.66 6.69 3.12  C127 1.334, C129 1.478, H134 1.083
129 C -2.46 6.03 2.58  C123 1.479, C128 1.478, O130 1.220
130 O -2.02 5.01 3.10  C129 1.220
131 H -0.94 6.13 1.01  C123 1.083
132 H -1.85 8.19 -0.04  C124 1.083
133 H -5.03 8.30 2.93  C127 1.083
134 H -4.12 6.24 3.99  C128 1.083
135 C 14.00 10.04 2.99  C136 1.334, C141 1.478, H143 1.083
136 C 13.18 9.36 3.79  C135 1.334, C137 1.478, H144 1.083
137 C 12.54 10.00 4.96  C136 1.478, O138 1.217, C139 1.479
138 O 11.79 9.38 5.69  C137 1.217
139 C 12.85 11.43 5.20  C137 1.479, C140 1.334, H145 1.083
140 C 13.67 12.11 4.40  C139 1.334, C141 1.479, H146 1.083
141 C 14.31 11.47 3.23  C135 1.478, C140 1.479, O142 1.217
142 O 15.05 12.09 2.50  C141 1.217
143 H 14.47 9.59 2.13  C135 1.083
144 H 12.94 8.32 3.62  C136 1.083
145 H 12.37 11.88 6.06  C139 1.083
146 H 13.90 13.15 4.57  C140 1.083

## Properties
ΔE to the lowest compared entry with this formula, charge and spin in kJ/mol: 568.6
Gap between HOMO and LUMO in eV: 5.5916
Max |F| in Eh/bohr: 0.1037
Charge: +1
LUMO level in eV: -5.22